[1]
ORCA calculation (ωB97M-V with the def2-TZVPD basis set) on a cluster of 2 separate species, C29H42NO5PS in total.

max |F| = 3.50 eV/Å
SMILES = CCCCCCCCCCCC[C@H](OCCN)P(O)(O)=S.O=C1c2ccccc2C(=O)c2ccccc21
DFT total energy = -62600.073 eV
highest occupied orbital energy = -0.325 Ha
E_LUMO = -1.1 eV
orbital gap = 7.727 eV

Structure (ORCA input):
```
! wB97M-V def2-TZVPD RIJCOSX def2/J DEFGRID3
* xyz 0 1
H 11.23 1.43 -5.44
H -1.65 -0.15 -0.86
C 8.09 1.93 -0.10
C 1.95 -0.56 -0.32
C -7.70 -0.08 -0.91
H -0.54 -0.06 2.26
C -6.23 -0.59 -0.39
C 9.97 1.89 -2.31
C -5.80 0.00 1.08
C -0.40 -0.28 1.10
H -10.40 -3.62 -1.18
H 1.50 -1.63 -0.47
O -9.84 -3.04 -1.78
H -4.16 1.05 2.27
H -6.64 0.80 1.37
C 9.71 3.03 1.33
H -1.88 1.41 0.31
H -5.44 -0.15 -1.17
C 7.15 1.99 0.94
H -7.81 -0.45 -2.04
C 8.77 3.08 2.36
H 9.01 0.36 -5.74
C 5.08 -2.72 0.44
H -8.58 -0.74 3.52
O -10.30 -0.34 -2.80
H -9.05 -3.19 2.39
C -8.97 -0.75 -0.04
H 2.06 -0.08 -1.40
N -9.59 -0.47 3.49
C 10.53 1.39 -4.61
C 10.88 1.93 -3.38
C -9.57 -2.40 1.66
H -6.12 -1.77 -0.48
C 9.37 2.47 0.10
H -11.04 -2.08 3.37
H 4.85 -2.93 -0.71
C 10.36 2.46 -1.00
C -10.43 -1.38 2.62
H -11.24 -0.74 2.05
H -2.92 -0.94 1.94
H 9.04 3.52 3.32
C -3.14 -0.44 0.88
H 6.15 1.58 0.79
O -8.48 -1.77 0.89
C -1.75 0.24 0.26
H 2.87 -2.77 0.98
P -10.22 -1.37 -1.35
H -5.78 -0.89 1.87
H 0.57 1.36 -0.16
H -9.73 0.54 3.27
H 4.23 -0.54 -0.53
H 11.85 2.39 -3.25
C 8.37 0.75 -3.72
S -12.07 -1.38 -0.65
O 11.48 2.91 -0.83
H 1.54 0.98 1.43
C 3.77 -2.02 1.15
H 10.71 3.44 1.49
C 8.71 1.31 -2.49
H 6.76 2.61 2.97
H -3.47 -1.30 0.15
C -4.32 0.71 1.14
O 6.63 0.80 -1.54
H -11.02 -0.72 -3.41
H 7.40 0.29 -3.87
C 3.46 -0.61 0.35
H 3.65 0.28 1.10
H -10.33 -3.02 1.02
C 0.96 0.47 0.53
H -7.78 1.10 -0.94
H 3.93 -1.79 2.31
C 9.28 0.79 -4.78
H 6.03 -2.01 0.50
H 5.35 -3.74 0.99
C 7.49 2.56 2.17
H -0.35 -1.46 0.97
C 7.73 1.31 -1.38
H -4.24 1.62 0.40
H -9.46 0.18 0.52
*
```

[2]
ORCA calculation (ωB97M-V with the def2-TZVPD basis set) on a structure of composition C29H43AuN3S3Si2Te.

max |F| = 1.80 eV/Å
DFT total energy = -94463.865 eV
highest occupied orbital energy (spin up / spin down) = -0.586 / -0.586 Ha
E_LUMO (spin up / spin down) = -9.7 / -11.4 eV
orbital gap (spin up / spin down) = 6.256 / 4.556 eV

Structure (ORCA input):
```
! wB97M-V def2-TZVPD RIJCOSX def2/J DEFGRID3
* xyz 3 3
C -2.99 2.96 -2.47
H -0.53 1.23 5.72
H -1.56 2.72 -4.07
H -4.03 -4.92 -6.27
H -6.42 4.01 -1.05
C 1.65 -1.02 4.65
H 6.86 -2.08 -1.53
H 4.99 4.47 3.93
C -3.24 2.87 -1.10
C 4.86 -1.36 -0.99
C 6.11 -1.30 -1.51
H 4.48 1.70 -1.94
H 5.56 2.32 1.43
C 4.85 0.71 -1.74
H -2.47 2.51 -0.44
Au 2.06 0.00 -0.72
S 0.29 -1.93 -1.14
C -3.97 3.45 -3.32
H -3.21 0.91 -4.18
N -1.60 1.03 -2.87
C -3.26 -4.12 -4.45
C -2.44 0.25 -3.75
N 4.15 -0.21 -1.13
H -3.19 -3.34 -1.93
C -1.01 0.51 5.06
H -2.03 -2.60 4.10
H -0.89 -2.02 2.90
H -1.43 -3.57 -1.77
H 3.42 4.74 3.20
C -2.22 -3.10 -2.37
C -0.86 -3.82 -5.82
H 2.16 -0.34 5.32
C 2.05 1.76 3.25
C -1.66 2.47 -3.01
S 6.42 0.24 -2.19
H -0.49 -3.39 3.92
H 1.56 2.39 2.52
C 4.79 1.04 4.50
H -4.65 3.19 0.47
S 0.00 1.27 -0.77
H -0.07 -3.05 -3.99
H -5.94 4.25 -3.46
H 0.29 -2.91 6.98
C -0.90 0.41 -1.94
H 0.08 -3.73 -6.35
H -1.22 -2.07 7.31
C -3.17 -4.50 -5.77
H 0.31 -1.28 7.65
C -4.47 3.25 -0.59
Si -0.24 -1.22 5.19
H -1.84 -0.16 -4.58
H 5.86 1.23 4.56
C -5.45 3.73 -1.44
H 4.41 1.09 5.52
N -2.04 -1.66 -2.34
H -3.77 3.56 -4.38
H 4.42 -2.21 -0.51
Te 1.78 -0.26 2.68
C -0.96 -1.06 -1.86
C -0.20 -1.94 6.95
H 3.54 4.24 4.88
C -1.97 -4.35 -6.47
C 4.52 2.04 1.54
C -5.19 3.85 -2.80
C -0.98 -2.42 3.90
H 4.42 1.00 1.24
H -1.90 -4.65 -7.50
C -0.94 -3.44 -4.50
Si 3.95 2.28 3.34
H 4.67 0.01 4.15
H -4.19 -4.25 -3.91
H 1.59 1.89 4.22
H -3.68 -1.51 -3.61
H -0.83 2.92 -2.45
C -2.15 -3.58 -3.80
C -3.09 -0.87 -2.96
H 2.11 -2.00 4.68
H -3.75 -0.46 -2.18
H 3.94 2.66 0.85
C 3.96 4.10 3.89
H -2.06 0.48 5.34
H -0.96 0.90 4.04
*
```

[3]
ORCA calculation (ωB97M-V with the def2-TZVPD basis set) on a cluster of 2 separate species, C29H43Br2ClFIN2O in total.

max |F| = 2.42 eV/Å
SMILES = CCCCCCCCCCCCCCc1c([C@@H](Cl)CC)c(I)c(CC(=O)F)c2nccnc12.BrCCBr
DFT total energy = -199224.354 eV
highest occupied orbital energy = -0.331 Ha
E_LUMO = -0.6 eV
orbital gap = 8.374 eV

Structure (ORCA input):
```
! wB97M-V def2-TZVPD RIJCOSX def2/J DEFGRID3
* xyz 0 1
H -0.57 1.45 -2.76
C -5.37 -4.09 1.35
H -3.38 -1.34 -2.29
H 5.96 -3.53 0.41
C -2.74 5.38 -4.82
H -1.56 1.00 2.72
H 1.73 3.05 -0.48
C 0.99 1.64 1.02
H 1.70 2.11 1.72
H 6.87 -0.61 3.40
H 3.38 -0.93 -2.89
H 5.75 0.57 1.63
H 6.74 -2.04 -0.11
C -4.80 -1.61 4.55
C -1.62 1.23 -2.53
H -2.77 1.57 -0.08
Br -3.81 3.93 -4.09
H 4.99 -0.13 -1.02
H 2.91 -2.26 -1.82
H -2.01 2.10 -1.99
C 7.17 -0.92 2.39
C -3.64 -0.99 -0.16
C 3.26 -1.21 -1.84
C 4.62 -1.16 -1.13
C -0.43 2.21 1.35
C 2.16 -0.37 -1.13
N -5.03 -2.43 3.56
Br -0.43 5.06 -3.17
C 2.52 1.12 -1.02
H -3.15 5.56 -5.82
H -0.80 2.91 0.59
C -3.48 -0.22 0.97
H -1.20 -0.84 -2.28
O -7.44 -5.00 0.57
C -1.74 -0.08 -1.70
H 7.01 0.07 0.42
H -4.04 0.26 5.35
C -1.29 5.00 -4.91
H -2.92 6.25 -4.20
H -5.41 -4.41 2.40
H -5.13 -1.93 5.55
C -1.42 1.04 1.63
C -4.55 -1.93 2.39
I -4.55 -3.58 -1.67
C -4.18 -0.34 4.45
N -3.75 0.15 3.31
C -2.81 1.16 0.93
H 2.70 1.48 -2.05
C 1.40 2.01 -0.43
C -3.23 -0.55 -1.56
H 1.96 -0.84 -0.16
C 6.80 0.28 1.48
H 0.50 1.90 -1.05
C -4.69 -2.73 1.21
H 5.38 -1.70 -1.73
H -1.23 0.01 -0.74
H 4.42 -1.08 1.04
H -2.11 1.09 -3.50
H -1.14 4.00 -5.31
H 3.80 -2.59 0.33
H -0.31 2.78 2.28
H 7.04 -3.08 2.36
F -7.50 -2.83 0.98
C -3.93 -0.68 2.25
H -4.86 -4.88 0.81
C 6.39 -2.23 2.08
H 7.44 1.12 1.76
C -6.85 -4.02 0.93
H 1.06 0.56 1.18
H 3.47 1.23 -0.48
H -0.74 5.71 -5.53
H -1.01 0.05 1.37
H 1.26 -0.46 -1.77
C 6.01 -2.45 0.59
C 4.60 -1.84 0.27
H -3.47 1.82 1.51
H 5.48 -2.34 2.69
Cl -4.44 0.74 -2.03
C -4.26 -2.28 0.00
H 8.25 -1.09 2.42
*
```

[4]
ORCA calculation (ωB97M-V with the def2-TZVPD basis set) on an isolated molecule of C29H43F9O6S2.

max |F| = 4.04 eV/Å
DFT total energy = -89176.970 eV
highest occupied orbital energy = -0.312 Ha
E_LUMO = -0.3 eV
orbital gap = 8.203 eV

Structure (ORCA input):
```
! wB97M-V def2-TZVPD RIJCOSX def2/J DEFGRID3
* xyz 0 1
O -3.01 2.38 -1.64
H 5.45 1.64 -3.49
C -6.00 -1.09 -0.63
H -3.26 -3.92 4.41
H -6.15 -0.32 -2.72
H 4.38 0.59 -1.45
O 3.99 -1.82 -0.94
O -1.53 2.46 0.67
H 6.22 0.08 -4.04
C -0.33 1.64 -1.43
H -0.17 3.00 -4.21
H 3.93 2.45 -4.76
H 2.29 1.01 -2.82
H 5.26 -4.74 -0.10
H 0.84 0.03 0.62
O -2.70 -0.04 1.11
H 1.10 1.26 -4.14
C -0.89 1.35 0.02
C 3.26 1.55 -4.74
H -1.74 -3.58 2.79
C -3.48 -2.20 2.96
C 0.27 3.45 -3.27
F 2.39 1.04 2.97
H -7.42 -2.66 0.05
H -2.24 -0.06 -1.00
H -0.93 0.72 2.78
H -7.53 0.14 -1.57
C -2.12 3.15 -2.48
H 5.10 -2.04 -2.75
H 0.77 1.40 -1.41
H -5.02 -3.36 4.18
S -2.96 2.94 -0.06
C -5.60 -2.49 1.42
F 0.33 1.76 5.14
C -1.78 0.01 0.02
C -6.46 -2.15 0.26
H 3.67 -4.60 0.83
H -1.78 -2.31 1.50
F 1.34 0.91 7.26
C -3.88 -0.70 0.80
C 1.81 3.13 -3.13
C 3.88 -3.21 -0.83
F -0.23 -0.35 5.09
H 0.06 2.21 2.73
F 3.01 1.49 5.71
H -1.03 -0.83 0.08
C 2.06 1.66 -3.72
H -4.16 -4.31 2.91
C 0.07 1.11 2.48
C 4.51 -4.04 0.35
H 4.31 -0.37 -5.32
F 1.19 -0.93 2.85
H -3.51 -1.38 3.73
C 5.33 0.52 -3.50
H -6.00 -3.29 2.08
F 3.01 -0.79 5.02
C -4.76 -0.39 -0.33
H 6.17 0.43 -1.50
H 5.06 -3.38 1.06
H 3.41 -0.50 -3.78
S 2.18 0.14 6.06
H -1.29 -1.88 3.26
H -0.77 0.93 -2.19
C -0.60 3.09 -1.99
H -7.36 -1.57 -2.29
H 2.36 3.91 -3.72
H -0.44 3.91 -1.23
C -6.82 -0.67 -1.89
C 5.14 -1.47 -1.78
H 0.16 4.57 -3.42
H -4.45 0.43 -1.02
C 0.82 0.51 4.82
H -2.47 4.19 -2.69
C 0.38 1.00 0.94
H 6.05 -1.85 -1.22
F 1.41 -1.24 6.56
H 2.12 3.25 -2.06
O 3.24 -3.82 -1.66
C -1.94 -2.49 2.59
C -4.01 -3.50 3.68
F 3.32 -0.20 7.19
O -2.85 4.41 -0.14
C -4.33 -1.80 1.70
H 1.14 1.80 0.71
H 2.80 1.35 -5.75
C 4.05 0.20 -4.39
C 5.22 0.08 -2.00
C 1.22 0.38 3.30
H -2.11 2.62 -3.48
*
```

[5]
ORCA calculation (ωB97M-V with the def2-TZVPD basis set) on a structure of composition C29H43N7O2RbS2SbSi3.

max |F| = 0.68 eV/Å
DFT total energy = -97798.294 eV
highest occupied orbital energy = -0.279 Ha
E_LUMO = 0.2 eV
orbital gap = 7.803 eV

Structure (ORCA input):
```
! wB97M-V def2-TZVPD RIJCOSX def2/J DEFGRID3
* xyz 0 1
C 1.18 6.81 -1.11
C -7.03 0.78 -0.95
C 1.38 -4.72 0.82
H 1.77 -0.95 2.03
C -4.79 1.16 -1.79
H -6.51 0.94 -3.03
H 2.97 -1.35 -0.71
C 6.24 3.25 1.99
H -0.11 -1.45 -4.27
H -4.79 0.87 2.67
H -0.83 6.52 -0.38
S 2.84 2.17 0.14
H 1.19 -5.30 -0.08
H 1.37 -2.26 -3.75
H 8.80 4.59 0.46
C -3.18 1.23 1.33
H 3.85 -2.77 -0.11
H -2.72 -5.20 -0.65
C 6.59 3.53 -0.37
H 1.00 7.78 -1.55
C 4.95 2.81 1.74
C -4.34 1.18 -0.47
H -1.58 -5.42 0.68
N -0.81 1.15 1.83
C 2.41 6.18 -1.18
H -4.09 1.29 -2.61
H -1.30 -3.18 2.85
H 3.24 6.64 -1.69
N -3.05 1.32 0.03
H 2.84 -2.91 -1.55
C -4.10 -2.35 0.09
H 1.15 -5.03 -2.37
O 2.66 0.99 0.97
H -3.05 -3.02 3.04
H 2.33 -5.06 1.25
Si -2.46 -3.08 0.64
C 0.09 -5.08 -2.60
H -3.32 -5.38 1.00
H -0.03 -5.64 -3.53
N 8.38 4.02 1.18
Sb -0.61 -1.94 -0.67
C 2.91 -2.44 -0.57
H 6.60 3.31 3.01
Rb -0.09 1.75 -0.90
N 2.64 5.00 -0.63
H -2.06 -1.61 2.61
H -2.91 -2.53 -3.40
C 7.07 3.62 0.93
H -3.02 -4.13 -2.67
H 7.24 3.81 -1.20
C 0.06 1.33 2.78
C 0.18 6.11 -0.46
H -4.11 -1.27 0.21
H -4.31 -2.57 -0.96
N -4.48 1.05 1.73
H 2.45 -2.43 2.72
C 1.62 4.41 0.01
C -2.19 1.65 3.61
H 4.31 2.51 2.56
H -2.48 -3.96 -4.34
Si -0.65 -3.37 -2.78
H 8.55 4.40 2.10
H -8.08 0.63 -1.16
C 5.31 3.09 -0.62
H -0.40 -5.65 -1.80
H -3.07 1.88 4.19
H 1.12 1.25 2.62
C -2.08 1.34 2.29
C 1.60 -2.01 2.17
H 0.70 -2.15 2.78
C -2.19 -2.68 2.45
C 4.49 2.73 0.44
N 0.37 4.92 0.09
H -4.91 -2.77 0.69
C -2.43 -3.51 -3.35
C 0.34 -2.42 -4.07
H 0.59 -4.97 1.54
Si 1.45 -2.87 0.52
C -6.13 0.96 -2.01
S -0.62 1.73 4.30
C -2.52 -4.94 0.39
C -5.25 1.00 0.58
H 0.37 -2.98 -5.01
C -6.61 0.80 0.37
O 2.70 1.93 -1.30
N 1.78 3.22 0.65
H -7.30 0.66 1.18
H 4.92 3.03 -1.63
*
```